Record 1
Computed, not measured: a 6-piece molecular cluster, C54H114N6O6 overall, with ωB97M-V/def2-TZVPD.

Cartesian coordinates (Å):
O (-3.832, -3.628, 3.069)
H (5.656, 7.962, 1.997)
H (-4.498, -4.233, 0.012)
O (-1.527, -3.925, -6.789)
H (3.589, -1.095, 6.496)
C (-3.517, -4.475, -3.590)
C (0.704, 0.860, 1.102)
H (-2.738, -1.887, -5.697)
H (2.739, 0.975, 1.722)
H (-2.654, 5.783, -7.837)
H (-3.675, 0.720, 0.198)
N (-2.963, 3.632, -6.163)
N (3.112, 2.040, 7.380)
C (-3.450, -5.431, -6.521)
C (4.081, -0.575, 8.373)
H (-6.033, -4.453, 1.789)
H (0.063, 0.173, 3.195)
C (6.209, 5.739, 3.781)
H (-2.281, 2.447, -9.158)
H (7.400, 3.152, 2.461)
H (-0.568, -4.235, 1.168)
C (3.811, 0.545, 9.414)
H (-3.096, -3.602, 3.685)
C (-4.765, -5.943, 2.554)
H (-3.343, -7.341, -7.621)
H (-0.651, 1.817, -2.061)
O (3.149, 3.399, 6.916)
C (-2.695, -6.536, -7.275)
H (-5.058, -8.082, 2.027)
H (4.277, 2.356, 0.739)
C (6.791, 2.908, 1.590)
H (-4.026, 1.653, -3.516)
C (-3.417, -4.146, 0.120)
C (0.726, 2.302, 0.425)
H (2.103, 2.048, 5.020)
C (-2.806, -4.827, 1.348)
C (-2.249, -6.255, 0.988)
O (-0.468, -1.143, 0.948)
C (4.469, 1.007, 5.563)
H (-4.373, -2.460, -5.418)
H (3.898, -1.515, 8.893)
O (-4.166, 4.492, -6.254)
H (3.714, 2.816, 10.717)
C (3.145, -0.392, 7.201)
C (6.777, 5.973, 2.395)
C (2.159, 0.333, 1.059)
H (-2.961, -5.274, -3.101)
H (-0.117, -1.765, 0.307)
C (-0.605, 2.805, -0.160)
H (0.027, 3.740, -6.724)
H (1.549, 2.460, -0.272)
H (2.306, 3.824, 7.094)
H (-2.417, 0.107, -2.372)
H (7.298, 3.199, 0.669)
C (4.837, 3.838, 3.083)
H (2.146, -0.680, 1.461)
H (5.830, 2.058, 9.399)
H (-4.899, -5.423, -8.253)
H (-3.785, 3.107, -8.607)
H (4.658, 2.043, 5.283)
H (-0.740, 1.560, 2.717)
C (3.213, 0.995, 6.436)
C (-0.854, 1.748, -6.408)
C (-1.842, -0.397, -1.595)
H (-5.054, -4.054, -7.029)
H (-3.779, -3.943, -2.675)
H (-0.379, 2.952, -8.184)
N (5.951, 5.226, 1.467)
C (-2.718, 3.320, -8.673)
H (-2.215, -1.375, -1.291)
H (-4.807, 2.869, -4.546)
H (-5.731, -6.846, 4.158)
C (-3.183, 2.298, -5.542)
H (0.921, 3.057, 1.186)
H (5.574, 3.353, 8.085)
C (-1.176, 1.836, -1.106)
H (-0.293, 3.745, -0.614)
H (4.657, 2.783, 3.285)
C (-1.814, 1.726, -5.242)
H (1.193, 1.228, 6.259)
H (-4.822, 2.059, -6.967)
H (6.766, 3.722, 4.319)
H (5.324, 0.764, 6.194)
H (-1.945, -7.025, -6.653)
H (3.531, 3.954, 0.873)
H (-1.894, 0.854, -4.593)
C (-1.809, 5.333, -7.316)
H (4.675, 3.588, -0.389)
C (-1.412, -4.110, 1.846)
H (7.199, 8.105, 2.711)
C (-4.138, -6.123, -5.355)
H (-2.606, 4.095, -9.431)
C (-5.972, -5.525, 1.599)
H (5.774, 5.983, -0.040)
H (-3.661, -7.696, 2.880)
H (8.901, 6.623, 2.693)
H (-1.129, 0.989, -7.141)
H (-2.075, 2.386, -1.381)
H (-3.612, -6.978, -4.931)
H (5.264, 6.265, 3.639)
H (-5.860, -5.706, 0.530)
H (2.613, 0.376, 0.068)
C (-4.652, -5.232, -4.248)
C (-1.419, 0.498, -0.391)
H (-4.478, -5.812, 4.755)
H (-0.994, -0.590, -2.252)
H (5.151, -0.568, 8.168)
C (3.297, 2.990, 9.725)
H (-1.066, -4.585, 2.764)
H (-5.278, -5.598, -3.435)
H (2.215, 2.860, 9.688)
C (-2.666, -3.641, -4.606)
H (-3.880, -3.931, -8.134)
H (7.072, 7.881, 1.026)
H (-2.951, -8.313, 0.523)
H (3.494, 4.015, 9.409)
N (-0.182, 0.054, 0.287)
O (6.518, 5.424, 0.198)
H (-5.367, -4.507, -4.637)
C (3.854, 1.998, 8.705)
H (1.874, 0.347, 4.747)
H (-1.695, 5.722, -6.304)
H (-6.970, -5.865, 1.872)
H (2.736, 0.443, 9.567)
H (-3.484, 0.914, -7.241)
H (-4.544, 0.721, -5.889)
H (-1.343, 2.944, 0.630)
H (4.440, 0.252, 4.778)
H (6.533, 1.854, 1.488)
C (5.496, 3.828, 1.658)
H (-1.116, -2.350, -3.614)
H (5.261, 4.421, 5.085)
N (-2.467, -4.486, -5.901)
H (8.593, 4.953, 3.034)
H (3.894, 4.384, 3.112)
C (-4.035, 1.477, -6.488)
H (-3.352, -1.592, -4.193)
H (2.173, -0.806, 7.469)
C (-4.397, -4.720, -7.588)
H (-0.363, -3.362, -4.525)
H (-2.200, -6.137, -8.161)
H (8.747, 5.445, 1.372)
H (-4.937, -6.727, -5.784)
H (-1.494, -6.158, 0.208)
N (-3.637, -4.953, 2.528)
H (5.806, 1.644, 7.839)
C (-3.348, -7.316, 0.716)
C (-1.285, -3.375, -3.944)
H (0.079, 1.519, -5.894)
H (-1.477, -3.032, 1.993)
C (-5.233, -5.894, 3.973)
C (5.321, 2.372, 8.488)
H (-1.323, 2.218, -4.402)
H (-1.014, -4.687, -7.067)
C (-3.849, 2.500, -4.179)
H (0.953, 1.716, 3.062)
C (-3.388, -2.363, -4.963)
H (-2.897, -0.531, 0.822)
C (-2.658, 0.488, 0.517)
C (-4.275, -7.324, 2.060)
H (-3.791, 5.323, -5.952)
H (-3.316, 3.251, -3.596)
H (4.446, 0.517, 10.299)
C (5.856, 4.306, 4.180)
H (6.661, 6.495, 4.423)
C (-2.071, 3.830, -7.372)
H (-0.984, -4.091, -3.180)
C (4.463, 3.427, 0.668)
H (-3.863, -7.008, -0.194)
C (6.653, 7.524, 1.967)
C (8.347, 5.754, 2.337)
H (-0.868, 5.526, -7.832)
H (-2.642, 0.977, 1.491)
C (0.221, 1.063, 2.587)
H (-3.024, -4.561, -0.808)
H (-5.987, -5.135, 4.179)
C (-0.737, 3.100, -7.165)
H (-1.630, -6.735, 1.747)
H (-3.145, -3.091, 0.163)
C (1.995, 1.092, 5.533)

- ⟨S²⟩ = 0.755
- spin multiplicity = 2
- Kohn-Sham gap (spin up / spin down) (Ha) = 0.243 / 0.102
- HOMO energy (spin up / spin down) (eV) = -9.21 / -9.21
- total charge = +1

These are the Mulliken partial charges, in e, on atoms 1 to 2: O -0.437; H 0.423

=====

Record 2
Computed, not measured: a 11-piece molecular cluster, C54H116F18N5O22 overall, with ωB97M-V/def2-TZVPD.

Cartesian coordinates (Å):
H (2.018, 1.157, 2.675)
H (-2.996, -4.617, -1.374)
H (-1.974, -1.427, -6.493)
F (1.811, -3.075, 8.689)
C (-0.973, 1.836, -7.702)
H (1.957, 4.991, 4.583)
H (4.977, 5.628, -0.814)
C (1.770, -3.825, 6.456)
H (1.668, -7.427, 4.156)
H (-4.369, -0.590, -2.804)
H (2.270, -9.116, 7.677)
C (-1.504, 2.255, 2.850)
H (4.480, 7.426, 1.115)
F (3.905, 3.210, 3.793)
O (2.381, 5.147, 2.813)
H (3.134, 9.195, 7.509)
H (4.048, 2.236, -7.288)
C (1.060, 3.004, -1.780)
H (3.794, 6.598, 5.505)
C (-1.902, -2.908, -1.915)
H (-1.379, -5.460, -4.743)
H (1.885, 5.350, 7.497)
O (-6.442, 0.810, -5.771)
F (1.565, -3.153, -5.371)
H (2.478, 0.965, -0.334)
C (0.586, 4.053, 5.884)
H (-6.043, -1.889, -3.443)
H (-8.069, -0.377, -5.990)
H (-1.413, -1.919, 0.561)
H (1.280, -4.841, -4.711)
H (-0.209, 4.126, 5.147)
H (4.153, -5.552, 6.261)
H (0.645, -9.345, 7.085)
C (-2.626, 2.963, 3.641)
C (2.180, -1.922, -5.216)
C (0.651, -5.290, -3.939)
H (2.786, -11.215, 6.505)
C (-4.680, -0.354, -3.826)
F (3.443, -2.240, -4.880)
H (1.377, -6.905, 7.727)
F (-2.751, 7.877, -1.731)
N (-1.472, -5.115, -2.683)
H (-4.956, -1.028, -8.040)
C (3.128, 0.962, -5.888)
O (-1.863, 2.180, 1.429)
H (-0.158, -1.289, -0.518)
H (4.820, 7.350, -1.049)
H (-2.456, -2.046, -1.526)
C (4.299, 1.823, -6.305)
O (-0.073, 2.299, -2.250)
N (0.828, 2.068, 0.447)
O (2.197, -9.404, 5.655)
H (-0.289, 3.674, -0.338)
H (2.624, -4.741, -1.373)
C (2.212, -10.807, 5.673)
H (2.909, 0.859, 6.229)
H (3.878, 6.391, 3.157)
H (-1.013, -0.317, -5.462)
O (1.077, -5.006, -2.642)
H (-0.998, -5.937, 3.909)
H (0.174, -2.658, 0.572)
O (2.306, 7.728, 6.356)
H (1.363, 4.077, 0.181)
H (2.010, 9.714, 6.268)
H (-2.467, 0.744, -0.983)
H (-5.381, 0.461, -3.696)
H (-3.308, -4.077, -3.072)
H (-1.472, -2.422, -2.805)
C (4.548, 4.371, 3.545)
C (-1.591, -1.243, -5.489)
C (2.346, 0.657, 1.759)
C (-0.010, 1.694, -3.526)
H (-7.598, 2.355, -4.849)
H (2.048, -1.525, 3.144)
C (3.142, 1.687, 6.899)
H (-7.613, -0.098, -4.288)
C (-3.038, 3.640, -2.524)
H (-3.852, -1.059, -9.430)
F (-1.489, 1.812, -6.446)
H (-5.686, -1.376, -6.235)
C (-2.852, 7.484, -0.431)
F (1.562, -1.395, -4.117)
H (-7.010, -2.399, -5.415)
H (-3.682, 2.033, 0.487)
C (-7.127, 2.055, -5.797)
N (0.530, -6.879, 5.841)
C (-2.967, 1.427, 1.064)
N (1.553, 5.198, 5.541)
H (1.969, 2.391, -1.906)
H (-5.375, -0.231, -9.608)
C (2.552, 5.367, 6.632)
H (4.408, 2.707, -5.668)
H (-2.224, 4.060, -3.117)
C (1.605, -8.880, 6.826)
F (4.820, 4.856, 4.798)
C (-7.221, -0.241, -5.305)
O (3.109, -0.175, -6.690)
H (1.219, -11.268, 5.575)
H (1.930, 2.579, 5.009)
H (-0.527, -6.121, 0.219)
H (2.201, 1.550, -5.915)
H (0.593, -5.852, 5.912)
C (3.871, 6.589, 0.744)
C (3.687, 5.373, 2.743)
H (2.823, 6.879, 0.845)
H (0.618, 0.803, -3.630)
O (-2.611, -1.244, -4.497)
C (2.368, -3.952, 7.869)
C (2.449, -5.086, -2.394)
F (5.736, 4.088, 3.020)
H (3.667, 9.204, 5.820)
F (-3.830, 2.365, 3.611)
C (-3.405, 4.788, -1.600)
O (-0.084, -6.699, 2.264)
F (-2.582, 8.546, 0.320)
O (4.160, 5.375, 1.395)
H (-0.045, -8.083, 4.304)
C (3.231, 6.691, 6.445)
H (3.960, 6.906, 7.237)
H (0.220, 2.443, -4.291)
C (0.629, -7.236, 4.391)
C (2.219, 1.548, 0.549)
H (3.785, -6.611, 4.177)
O (2.063, 2.566, 7.058)
H (-3.571, 0.984, 1.855)
C (1.976, -1.060, -6.508)
O (-2.115, 5.264, -1.199)
C (0.754, 3.347, -0.340)
C (-0.557, -5.822, 1.263)
O (1.496, -0.456, 1.539)
H (-1.245, 2.299, -9.725)
H (-7.890, 2.093, -6.580)
H (2.510, -6.941, 6.376)
H (-1.453, 1.192, 3.212)
F (-0.403, 0.625, -7.924)
C (4.296, -5.639, 4.223)
H (5.270, 1.337, -6.374)
C (-1.942, 6.272, -0.140)
H (-4.635, 1.674, -8.700)
C (4.277, 6.465, -0.721)
H (-3.013, 0.772, -4.746)
F (-2.833, 4.212, 3.157)
O (-2.717, 0.969, -9.096)
H (-2.805, 2.796, -1.887)
H (-1.643, -6.114, -2.626)
C (-3.551, -0.183, -4.774)
H (0.552, -5.159, 3.559)
F (0.042, 2.720, -7.663)
H (2.148, -2.840, 6.092)
H (3.465, 6.229, -1.397)
F (-4.174, 7.177, -0.283)
C (1.600, -7.381, 6.777)
H (-3.854, -0.258, -5.828)
O (-0.860, -3.230, -1.018)
H (-6.370, 2.821, -5.959)
H (-3.788, 4.497, -0.607)
C (2.812, 9.013, 6.474)
H (3.198, 4.502, 6.653)
C (-4.582, -0.453, -8.893)
C (-2.569, -4.193, -2.283)
O (0.514, -3.957, 6.376)
H (-3.797, 3.403, -3.282)
F (2.108, -5.193, 8.415)
H (-1.054, 1.385, -3.658)
H (0.738, -0.471, 3.521)
H (0.043, -4.908, 1.337)
H (0.220, 4.270, 6.889)
C (-0.792, -4.869, -4.044)
F (3.709, -3.823, 7.938)
H (-0.678, -4.829, -2.057)
H (3.034, -4.420, -3.038)
H (0.939, 6.001, 5.400)
H (0.734, -6.365, -4.176)
C (0.032, -6.123, 3.551)
H (0.038, 1.448, 0.287)
F (-2.247, 3.166, 4.933)
H (-3.348, -0.416, -0.040)
O (2.437, -4.730, 5.463)
H (-1.596, -0.051, 0.321)
O (-0.704, 6.481, 0.088)
H (4.389, -3.956, 5.548)
C (-2.567, 0.354, 0.030)
H (-0.369, -7.150, 6.232)
H (2.645, -11.127, 4.721)
H (3.989, -5.129, 3.305)
C (-0.567, -2.198, -0.075)
N (-5.438, -1.593, -4.212)
C (-3.928, 0.879, -8.451)
H (1.255, 3.879, -2.407)
C (-6.396, -1.507, -5.421)
O (1.875, -1.667, -7.618)
H (3.410, 0.402, 1.842)
C (3.817, -4.884, 5.452)
H (0.692, 2.356, 1.433)
H (4.038, 2.280, 6.678)
H (3.393, 1.200, 7.845)
H (-4.023, 5.547, -2.087)
H (-4.798, -2.380, -4.350)
H (-0.925, -3.810, -4.258)
O (-0.318, 2.750, 3.011)
H (-3.827, 0.876, -7.354)
H (2.959, -6.058, -2.422)
C (-1.948, 2.179, -8.878)
H (-2.358, 5.747, 0.765)
H (0.523, 1.948, 5.827)
H (-1.596, -5.586, 1.529)
H (2.824, 2.453, 0.593)
H (0.390, -1.926, 2.647)
C (1.283, 2.739, 5.875)
H (5.354, -5.887, 4.203)
H (3.267, 0.744, -4.810)
C (1.115, -1.118, 2.712)
O (-2.634, 3.256, -8.773)
H (1.065, -0.474, -6.216)
H (-0.837, -1.965, -5.170)

- Kohn-Sham gap (Ha) = 0.099
- HOMO energy (eV) = -3.25
- total charge = -1

These are the Mulliken partial charges, in e, on atoms 1 to 2: H -0.310; H 0.429

=====

Record order is preserved below.
E: -79051.81130; -159273.27343 eV
Record order is preserved below.
Maximum force: 4.31; 2.69 eV/Å
Record order is preserved below.
ΔE to the lowest compared entry with this formula, charge and spin: 54.0; 0.0 kcal/mol